Record 1
Density functional theory data (ωB97M-V/def2-TZVPD) for 2 unconnected molecules or ions with the total composition C12H17NO6.

E = -26493.0737 eV
relative energy (zero: lowest compared OMol25 entry of this formula, charge and spin) = 32.85 kcal per mole
E_HOMO = -10.10 eV
structure (SMILES) = CCOC[C@H]1COC(=O)[C@H]1OC#N.O=C1CCCO1

```
! wB97M-V def2-TZVPD RIJCOSX def2/J DEFGRID3
* xyz 0 1
C 5.10386 -0.69791 -0.30054
C 4.88718 0.44751 -1.31181
O 3.87459 1.36795 -0.92483
C 2.57929 1.05123 -1.35794
C 1.91308 -0.04362 -0.51138
C 1.81629 0.47788 0.94848
O 0.50705 1.09355 1.08166
C -0.25507 0.89358 -0.00867
O -1.25028 1.49332 -0.26621
C 0.43078 -0.23026 -0.73373
O -0.02887 -0.50959 -2.07322
C 0.11361 -1.75505 -2.38082
N 0.39521 -2.85281 -2.59797
H 4.71327 -0.36008 0.65861
H 6.16557 -0.90282 -0.19769
H 4.56688 -1.59012 -0.61592
H 4.70887 0.06318 -2.31945
H 5.80762 1.02927 -1.34940
H 1.97990 1.95947 -1.24036
H 2.54505 0.80079 -2.42432
H 2.39535 -1.01057 -0.61684
H 2.50690 1.28048 1.18017
H 1.94468 -0.36455 1.62868
H 0.15560 -1.10711 -0.13074
O -6.78141 -1.20962 2.58084
C -5.82077 -0.69929 2.08727
C -5.77340 0.24584 0.89989
C -4.29731 0.22032 0.51054
C -3.62669 -0.07407 1.84434
O -4.56550 -0.88770 2.56833
H -6.09422 1.23331 1.23520
H -6.43181 -0.10340 0.10992
H -3.93760 1.13539 0.04719
H -4.11684 -0.60189 -0.18399
H -3.43643 0.83293 2.42178
H -2.69445 -0.62555 1.74295
*
```

Mulliken atomic charge list, values in e, 8 entries: number 1, C, carries -1.022; number 2, C, carries -0.230; number 3, O, carries -0.397; number 4, C, carries -0.928; number 5, C, carries 0.467; number 6, C, carries -0.649; number 7, O, carries -0.366; number 8, C, carries 0.169



Record 2
Density functional theory data (ωB97M-V/def2-TZVPD) for a molecular structure, C43H46CdF10N7O10PS.

<S²> = 0.756
E = -128094.2481 eV
relative energy (zero: lowest compared OMol25 entry of this formula, charge and spin) = 0.00 kcal per mole
E_HOMO (spin up / spin down) = -4.72 / -4.72 eV

```
! wB97M-V def2-TZVPD RIJCOSX def2/J DEFGRID3
* xyz -1 2
Cd 1.37336 -18.03414 14.21722
C -1.03263 -16.61238 15.67740
N 0.28487 -17.01194 16.16343
C 0.20648 -18.07703 17.18167
C 0.43395 -19.47937 16.58355
N 1.62922 -19.54613 15.79910
C 2.66825 -20.35360 16.11498
C 3.12875 -20.63805 17.41942
F 2.51216 -20.14851 18.49590
C 4.23546 -21.45943 17.64413
F 4.66906 -21.63783 18.90598
C 4.92051 -22.02829 16.58218
F 6.03464 -22.72453 16.78073
C 4.47302 -21.78243 15.29660
F 5.05813 -22.43345 14.25697
C 3.39485 -20.98276 15.08247
F 2.94232 -20.89824 13.80359
C 1.17648 -15.84164 16.41803
C 1.65380 -15.15065 15.12899
N 2.43350 -16.05935 14.30633
C 3.69844 -15.81217 13.96393
C 4.67740 -15.10634 14.76439
F 4.21895 -14.22786 15.69664
C 5.99967 -15.07794 14.49659
F 6.81565 -14.23383 15.15237
C 6.51086 -15.79819 13.41347
F 7.78866 -15.56108 13.04135
C 5.62534 -16.28751 12.49527
F 6.02447 -16.60893 11.23850
C 4.26488 -16.25003 12.76089
F 3.45054 -16.81485 11.85898
H -1.64906 -16.28463 16.51407
H -2.14401 -18.31190 15.49354
H -0.91344 -15.78631 14.96834
H -0.77539 -18.05185 17.65690
H 0.98172 -17.91091 17.93115
H -0.43171 -19.77880 15.93486
H 0.38829 -20.18696 17.42885
H 2.05997 -16.21155 16.95327
H 0.71869 -15.08496 17.07801
H 2.17991 -14.25415 15.45576
H 0.76207 -14.84033 14.55490
O 6.32569 -18.42579 16.21551
C 5.43929 -18.09070 15.58928
S 1.09737 -17.50604 10.65856
C 0.34760 -17.49423 12.37204
O -2.71900 -16.97488 14.15466
N -1.67619 -17.66169 14.85896
O -3.64897 -14.37331 7.82892
N -3.95733 -15.18123 8.69893
O -4.87471 -15.95823 8.60482
C -3.06341 -15.26178 9.90269
C -1.93807 -14.46107 9.97938
C -1.10165 -14.69210 11.03869
C -1.25786 -15.75519 11.92793
O -0.25667 -16.17727 12.69768
C -2.50492 -16.36024 11.89797
C -3.39556 -16.18752 10.87124
N -2.79053 -17.40555 12.85333
O -0.36084 -18.10267 11.37475
O -3.71574 -18.23740 12.62296
N 0.14617 -13.88582 11.15168
O 0.47560 -13.56873 12.26064
O 0.76475 -13.59715 10.12928
H -1.79127 -13.71662 9.21864
H -4.30192 -16.77065 10.83040
O -0.59244 -20.44909 13.83237
P -1.29303 -21.63440 13.22343
C -0.72953 -23.20899 14.07881
C 0.62329 -23.05574 14.74967
C 1.74913 -23.68111 13.95412
C 1.47576 -25.14021 13.59664
C 0.20208 -25.22931 12.77898
C -0.98731 -24.58206 13.45186
C -1.22266 -21.34326 11.40607
C 0.17900 -21.11818 10.84019
C 0.85946 -22.37275 10.26471
C -0.02682 -23.17811 9.34243
C -1.39639 -23.43383 9.96896
C -2.07800 -22.15802 10.44647
C -3.11860 -21.50612 13.66067
C -3.25955 -20.80739 15.02420
C -3.68802 -21.76698 16.13751
C -5.05151 -22.35942 15.90377
C -5.24882 -22.67029 14.38726
C -3.89666 -22.82525 13.68334
H -1.43765 -23.09798 14.89119
H 0.64210 -23.49731 15.73431
H 0.84570 -21.98389 14.91775
H 2.64987 -23.63497 14.54395
H 1.96730 -23.11448 13.06051
H 1.43133 -25.69226 14.51613
H 2.33072 -25.53529 13.04853
H -0.04584 -26.30398 12.59754
H 0.41120 -24.76281 11.79853
H -1.33164 -25.25115 14.26018
H -1.79667 -24.54200 12.70671
H -1.67317 -20.37337 11.51606
H 0.81144 -20.62162 11.53992
H 0.06722 -20.39068 10.03213
H 1.20134 -23.04894 11.05113
H 1.77238 -22.02231 9.74413
H 0.42957 -24.12758 9.07549
H -0.18475 -22.63147 8.40361
H -1.25027 -24.04875 10.84394
H -2.00531 -23.99332 9.25251
H -3.01759 -22.40108 10.91506
H -2.26663 -21.49101 9.59722
H -3.53171 -20.85111 12.86397
H -3.95823 -19.95113 14.94683
H -2.30292 -20.37443 15.32675
H -3.61582 -21.26309 17.10481
H -2.94968 -22.59747 16.19857
H -5.80521 -21.66977 16.29369
H -5.13749 -23.27327 16.51409
H -5.81284 -21.86489 13.93598
H -5.84053 -23.57102 14.25533
H -4.05378 -23.12594 12.64174
H -3.34152 -23.57919 14.22069
*
```

Mulliken atomic charge list, values in e, 8 entries: number 1, Cd, carries 2.457; number 2, C, carries -1.743; number 3, N, carries 0.601; number 4, C, carries -1.852; number 5, C, carries -0.170; number 6, N, carries 1.485; number 7, C, carries -1.637; number 8, C, carries 0.417



Record 3
Density functional theory data (ωB97M-V/def2-TZVPD) for 2 unconnected molecules or ions with the total composition C6H7F5S.

<S²> = 2.018
E = -30751.6174 eV
relative energy (zero: lowest compared OMol25 entry of this formula, charge and spin) = 46.77 kcal per mole
E_HOMO (spin up / spin down) = -6.61 / -9.69 eV

```
! wB97M-V def2-TZVPD RIJCOSX def2/J DEFGRID3
* xyz 0 3
C 1.80448 0.26135 -2.05169
C 0.91955 0.43454 -1.10298
C -0.21972 0.20858 2.03540
C 0.38704 -0.63001 -0.20790
C -0.80034 -0.35034 0.72475
C -1.85872 0.61890 0.17930
F -0.61698 -1.50615 -1.47968
F -1.42124 -1.52654 0.92475
F -2.93701 0.66267 0.93667
F -1.34678 1.90206 0.20868
F -2.18072 0.46151 -1.05699
S 1.38372 -1.84484 0.39231
H 2.15764 1.17469 -2.49161
H 2.07912 -0.59906 -2.66705
H 0.48805 1.53632 -0.96074
H -1.06980 0.70538 2.59744
H 0.70235 0.79723 1.82935
H 0.08302 -0.61268 2.50277
H 2.44635 -1.69360 -0.31279
*
```

Mulliken atomic charge list, values in e, 8 entries: number 1, C, carries -0.941; number 2, C, carries -0.019; number 3, C, carries -1.519; number 4, C, carries 0.480; number 5, C, carries 0.736; number 6, C, carries 0.524; number 7, F, carries -0.243; number 8, F, carries -0.368